Record 1
The following is a quantum chemistry calculation of a cluster of 2 separate species, C11H19FNO2 in total in a non-equilibrium geometry, from the OMol25 dataset.

Results
* spin multiplicity: 1
* calculated total energy: -735.19791 hartree
* lowest unoccupied orbital energy: -0.1992 Eh
* net charge: +1
* HOMO: -11.62 eV
* energy above the lowest of the compared OMol25 structures with the same formula, charge and spin: 77.9 kcal per mole

```
34
Properties=species:S:1:pos:R:3:forces:R:3:mulliken_charge:R:1
C -1.437119 0.206375 -1.598686 -1.8051 1.4523 -2.1292 0.03
C 2.198969 -0.565916 2.482510 1.7142 0.1477 1.0002 0.66
C -0.775483 -1.173578 -0.001897 0.7484 -1.2217 0.9981 -0.42
C 0.375762 -0.442144 -0.617894 2.3816 -2.9114 0.5618 0.57
C 2.701358 -1.811920 3.152151 1.3403 1.1538 3.0605 -1.42
C -2.075112 1.471697 -4.443699 -0.5743 1.4426 -0.5294 -0.94
C -3.897628 -0.336065 -4.132274 0.8064 0.1695 0.3977 -0.84
C 1.924642 0.824738 4.564414 -1.4848 1.3703 0.6758 -1.41
C 1.315258 0.174047 0.341200 -0.8508 1.8725 1.8420 -1.31
C -3.201670 0.889732 -3.741608 1.2726 -1.0670 -0.3537 0.36
C 2.514522 0.783756 3.184504 1.3622 -1.6344 0.4773 0.59
N 1.701338 -0.772746 1.366798 -0.2138 -0.8680 -3.0760 -0.40
O -0.157083 0.407429 -1.558802 -2.2033 2.1562 -0.6125 -0.29
O -1.854708 -0.653226 -0.747692 -1.1414 0.3569 0.2639 -0.25
F 1.873159 1.774278 2.509498 0.2812 1.0681 -0.8305 -0.30
H -0.903548 -2.253406 -0.037182 0.7721 -0.0739 -0.4929 0.28
H -0.754355 -0.969259 1.053529 -0.8551 0.6017 0.5475 0.29
H 0.945965 -0.995940 -1.301315 1.1977 -2.0397 -0.2283 0.23
H 2.821473 -2.663350 2.568411 -0.6171 -1.2131 -1.5955 0.43
H 2.129435 -2.083103 4.065198 0.3456 0.2235 -0.4485 0.29
H 3.779814 -1.673128 3.476806 -1.1355 0.3402 0.0798 0.32
H -1.737685 0.881104 -5.265694 0.3662 -0.4035 -0.4601 0.34
H -1.284920 1.764191 -3.773154 0.3667 -0.2937 0.4428 0.27
H -2.299975 2.516475 -4.822367 -0.4581 -0.9489 0.1657 0.37
H -3.347066 -1.163030 -3.564946 -0.5568 0.7437 -0.9437 0.28
H -3.768774 -0.395215 -5.225803 -0.3330 -0.7478 0.4302 0.36
H -4.924501 -0.322124 -3.739449 0.2842 -0.1642 -0.4401 0.34
H 2.214667 0.063888 5.233635 0.7803 -1.0698 0.5358 0.43
H 2.246604 1.783532 5.026685 -0.4882 -0.5264 -0.2302 0.35
H 0.783608 0.760957 4.566209 1.4624 0.3225 -0.3568 0.32
H 0.779261 0.911619 0.918171 -0.5005 0.9227 -0.4222 0.47
H 2.046401 0.722996 -0.253479 0.7264 -0.3399 0.5409 0.39
H -3.624214 1.389669 -2.944094 -0.5951 1.3633 1.6496 0.39
H 3.691604 0.947667 3.260315 -2.3957 -0.1841 -0.5198 0.24
```
Positions in Å, forces in eV/Å.



Record 2
The following is a quantum chemistry calculation of a structure of composition C17H30BrF8N4O7PTi in a non-equilibrium geometry, from the OMol25 dataset.

Results
* spin multiplicity: 1
* calculated total energy: -5974.22356 hartree
* lowest unoccupied orbital energy: -0.3647 Eh
* net charge: +2
* HOMO: -14.54 eV

```
69
Properties=species:S:1:pos:R:3:forces:R:3:mulliken_charge:R:1
C 2.101389 1.862811 2.578302 -1.2074 1.4496 0.6134 -0.52
C 0.896769 2.133034 1.527687 0.3883 0.2078 0.0204 -0.40
C -0.147839 0.911801 1.350376 -1.0363 1.7117 0.4480 0.36
C -0.796649 0.748816 -0.107889 0.5406 0.0101 -0.2319 0.19
C 0.155166 1.017243 -1.355227 -0.5139 0.4964 -1.1193 -0.44
O -0.722946 0.989000 -2.536809 1.2143 0.7844 0.4574 -0.37
C -0.606444 2.209752 -3.296117 -0.8908 0.9142 0.1652 -0.56
C -1.389845 2.035294 -4.678896 -1.7489 -0.7897 1.2030 0.78
F -2.725848 2.543244 -4.500972 2.9356 -1.0682 -0.2920 -0.32
F -1.561762 0.639063 -4.943252 0.7228 3.0765 0.0476 -0.29
C -0.750681 2.807902 -5.929400 -1.5701 1.5065 -1.8185 0.43
F 0.170320 3.827776 -5.591558 -1.7479 -2.2720 -0.1392 -0.27
F -1.843215 3.471636 -6.586845 2.6081 -1.4491 1.3485 -0.30
C -0.077599 1.871689 -7.040311 -0.4657 0.4286 -1.8086 0.67
F -1.050516 1.078240 -7.717795 2.3291 1.8087 2.0352 -0.26
F 0.442680 2.756229 -8.047841 -0.9575 -1.8263 2.3232 -0.29
C 1.161831 0.988524 -6.541399 0.9972 -1.2107 -1.3618 0.10
F 0.797754 -0.388189 -6.559443 0.7299 2.9022 0.7309 -0.25
F 1.702309 1.379271 -5.284971 -1.6158 -0.8567 -1.8878 -0.24
O 0.406215 -0.303229 1.932772 1.5066 -0.3399 -2.0271 0.49
C 1.143807 -1.127133 1.020554 0.0716 -2.9940 1.5170 -1.19
O 2.342390 -0.508482 0.440666 -0.9864 0.5633 1.3123 -0.35
C 1.713657 -2.384902 1.938522 -3.3811 0.9579 -0.9559 0.59
C 1.959310 -3.729778 1.097191 1.5413 -1.8727 1.0663 0.31
N 3.187420 -3.585399 0.264741 -1.2297 -0.0813 0.5342 -0.68
N 2.288173 -4.809703 2.113650 -0.7977 1.7620 0.3906 -0.73
N 0.765559 -4.225369 0.365990 1.2003 0.7913 -0.0478 -0.34
C -1.427808 1.299117 2.300304 -0.3342 -0.5361 -1.5609 -0.60
O -2.543400 0.438875 1.979872 1.3737 -0.0205 1.7072 -0.39
C -2.654806 -0.706381 2.851411 -1.2056 -2.0350 0.2112 0.04
C -3.432058 -1.912292 2.069253 0.9871 -1.1585 0.1257 -0.49
C -3.470405 -1.706931 0.488545 -3.1484 3.3314 -1.2843 0.38
O -4.156017 -0.849843 -0.089266 2.8837 -3.5262 2.6266 -0.43
Br -2.376612 -2.891282 -0.713856 -0.3146 0.4721 1.0077 -0.16
P -1.008518 1.476246 4.120979 -0.0348 3.1931 4.0942 0.73
N -0.177965 2.818538 4.445391 -1.2215 -1.9660 -0.9578 -0.80
O -0.096202 0.179881 4.781406 -1.9836 0.5409 -0.6913 -0.55
O -2.483436 1.620403 5.017831 2.6141 -1.5287 -1.1110 -0.50
H 2.431534 2.905574 2.951890 -0.1734 -1.8589 -0.4541 0.48
H 1.786559 1.267468 3.522732 0.4682 0.5519 -1.0704 0.21
H 3.045571 1.386359 2.095653 -0.8513 2.4286 -0.7535 0.14
H 1.391760 2.501435 0.570789 -0.7528 -0.7724 1.0675 0.33
H 0.291203 3.031529 1.931505 1.3083 -1.3955 -0.3795 0.47
H -1.676604 1.491755 -0.197181 1.3607 -1.3596 0.1521 0.57
H -1.188845 -0.323369 -0.196129 0.2553 1.6762 0.0986 -0.81
H 0.944798 0.215147 -1.561561 -0.9130 1.1172 0.6373 -0.04
H 0.629080 2.069612 -1.374848 -0.4440 -1.7296 0.5729 0.40
H -1.167317 3.033320 -2.710084 0.8042 -1.0039 -1.1093 0.30
H 0.459254 2.579453 -3.459487 -1.2608 -0.8601 0.0525 0.39
H 2.006515 1.125210 -7.313369 -1.3483 -0.2489 1.2986 0.29
H 0.502985 -1.655096 0.215324 0.9966 1.3927 0.9091 0.50
H 3.133151 -0.642813 1.034084 0.1599 -1.1454 -4.2641 0.53
H 2.612957 -2.060535 2.610960 -0.6489 -1.1326 -0.5661 -0.28
H 0.848937 -2.609283 2.672931 1.5584 0.4716 -0.8925 0.31
H 3.503533 -4.559209 0.091348 -0.1262 0.9440 -0.1298 0.33
H 2.952261 -3.108179 -0.617166 0.3204 -0.4564 0.3693 0.28
H 2.956734 -4.428861 2.813534 -0.2988 -0.5048 -0.6713 0.29
H 1.404665 -4.905132 2.660495 0.8836 -0.3499 -0.4068 0.36
H 0.406934 -5.107504 0.757032 0.2765 0.6615 -0.0048 0.30
H 1.087617 -4.460333 -0.585181 -0.4629 0.2678 0.5745 0.28
H -1.738445 2.350827 1.930686 0.4821 -1.5435 1.0290 0.72
H -3.279732 -0.520201 3.798762 0.9380 0.2545 -1.4798 0.34
H -1.665538 -1.155045 3.196308 -0.9909 0.9787 -0.7233 -0.03
H -2.828599 -2.880632 2.255036 -0.9523 1.5495 -0.2950 0.30
H -4.467051 -2.127110 2.532453 1.4498 0.7434 -1.2494 0.39
H -0.768738 3.400670 5.068652 0.6922 -0.2223 -0.6030 0.28
H -0.504281 -0.126735 5.632527 0.4754 0.3384 -0.9852 0.35
H -2.193489 1.571247 5.964383 -0.5440 0.2539 -0.8476 0.37
Ti 3.348416 -0.235042 2.544329 -0.9143 -0.4230 3.4337 0.32
```
Positions in Å, forces in eV/Å.



Record 3
The following is a quantum chemistry calculation of an isolated molecule of C5H9NO, from the OMol25 dataset.

Results
* spin multiplicity: 1
* calculated total energy: -325.71099 hartree
* lowest unoccupied orbital energy: 0.0054 Eh
* HOMO: -8.30 eV
* energy above the lowest of the compared OMol25 structures with the same formula, charge and spin: 142.2 kcal per mole

```
16
Properties=species:S:1:pos:R:3:forces:R:3:mulliken_charge:R:1
C 1.402261 -0.410400 -1.140468 -0.0133 -0.0070 0.0763 -1.33
C -0.100087 -0.362769 -1.251429 0.1414 0.1468 -0.1381 0.15
N -0.871404 -1.430257 -0.616304 -0.1873 -0.1916 -0.1214 -0.65
C -1.029666 -0.062069 -0.133208 -0.1342 0.2138 0.0932 -0.03
C -0.629191 0.118025 1.299775 -0.1698 -0.4058 -0.0299 -0.62
C 0.514766 1.861933 1.369545 0.3138 0.1740 0.2553 -0.15
O -0.721413 1.504585 1.760610 0.3390 -0.1352 -0.1007 -0.28
H 1.715225 -0.841890 -0.185590 -0.0499 0.0691 -0.1090 0.31
H 1.822468 -1.036657 -1.936350 -0.0997 0.0985 0.1187 0.37
H 1.821610 0.597099 -1.221635 -0.0661 -0.1477 0.0227 0.31
H -0.458691 -0.023304 -2.225050 0.0228 -0.0494 0.1772 0.42
H -1.669352 -1.714370 -1.174806 0.0989 0.0004 0.0175 0.24
H -1.934141 0.489726 -0.386173 0.0658 -0.1411 -0.0167 0.43
H 0.376241 -0.287913 1.498669 -0.2395 -0.0398 -0.0838 0.35
H -1.297529 -0.385126 1.996034 -0.0759 -0.1551 -0.1449 0.35
H 1.058905 1.983386 2.346379 0.0540 0.5701 -0.0164 0.13
```
Positions in Å, forces in eV/Å.